1.
This record from the Open Molecules 2025 dataset describes a cluster of 2 separate species, C2H4BrFO in total at a distorted geometry. The level of theory is ωB97M-V with the def2-TZVPD basis set.

```
! RIJCOSX wB97M-V def2-TZVPD def2/J DEFGRID3
* xyz 0 1
C -0.439 0.435 1.123
C -0.709 -0.492 0.182
O -0.228 -0.541 -1.102
F -1.644 -1.390 0.401
H -0.931 0.344 2.086
H 0.352 1.222 0.874
H -0.808 -1.094 -1.615
Br 2.743 0.675 -0.576
H 1.664 0.840 -1.374
*
```

Summary:
frontier orbital gap	0.36468	Eh
LUMO energy	0.61	eV
structure (SMILES)	C=C(O)F.Br
strongest force on any atom	2.377	eV Å⁻¹
energy relative to the best compared isomer or geometry (same formula, charge and spin)	1.217	eV

natural (NBO) population analysis, charges in e, atoms 1 to 8: atom 1 (C): -0.605, atom 2 (C): 0.664, atom 3 (O): -0.698, atom 4 (F): -0.323, atom 5 (H): 0.230, atom 6 (H): 0.231, atom 7 (H): 0.496, atom 8 (Br): -0.193

2.
This record from the Open Molecules 2025 dataset describes a structure of composition C35H36HgN5O7PS4. The level of theory is ωB97M-V with the def2-TZVPD basis set.

```
! RIJCOSX wB97M-V def2-TZVPD def2/J DEFGRID3
* xyz -1 2
Hg 0.420 -0.350 1.261
C 6.442 1.409 3.810
C 5.105 1.904 3.324
C 3.964 1.701 4.095
C 2.713 2.075 3.630
C 2.603 2.661 2.378
C 3.730 2.891 1.603
C 4.975 2.522 2.085
S 0.999 3.015 1.696
O 0.041 2.658 2.715
O 1.026 4.399 1.272
N 0.812 1.995 0.495
C 1.013 2.150 -0.842
C 1.436 3.356 -1.460
C 1.554 3.401 -2.828
C 1.233 2.277 -3.592
C 0.830 1.146 -2.909
N 0.738 1.058 -1.584
H 6.394 0.330 3.972
H 6.717 1.883 4.755
H 7.224 1.610 3.078
H 4.052 1.205 5.056
H 1.817 1.918 4.215
H 3.623 3.355 0.628
H 5.857 2.686 1.475
H 1.638 4.213 -0.834
H 1.891 4.310 -3.315
H 1.301 2.286 -4.672
H 0.561 0.244 -3.457
O -3.032 -3.710 2.351
S -2.421 -2.459 1.918
O -1.892 -2.531 0.561
O -1.484 -1.925 2.904
C -3.690 -1.216 1.786
C -4.765 -1.317 2.659
C -5.771 -0.366 2.627
C -5.687 0.680 1.722
C -4.611 0.782 0.854
C -3.579 -0.161 0.859
P -2.105 0.006 -0.268
C -2.669 -0.919 -1.743
C -1.777 -1.818 -2.324
C -2.148 -2.545 -3.447
C -3.415 -2.382 -3.992
C -4.304 -1.480 -3.421
C -3.930 -0.746 -2.305
C -2.326 1.746 -0.820
C -2.246 2.743 0.156
C -2.173 4.081 -0.198
C -2.166 4.444 -1.540
C -2.254 3.466 -2.518
C -2.323 2.125 -2.161
H -4.795 -2.154 3.347
H -6.616 -0.447 3.300
H -6.468 1.432 1.698
H -4.569 1.614 0.166
H -0.804 -1.960 -1.864
H -1.454 -3.250 -3.890
H -3.712 -2.962 -4.857
H -5.294 -1.354 -3.843
H -4.621 -0.035 -1.867
H -2.207 2.467 1.203
H -2.068 4.834 0.573
H -2.084 5.488 -1.820
H -2.239 3.743 -3.566
H -2.360 1.367 -2.935
C -1.454 -5.857 0.164
O -0.454 -4.981 -0.354
C 0.284 -4.225 0.473
O 1.158 -3.519 -0.013
N 0.178 -4.449 1.811
N 1.037 -3.732 2.676
H -1.915 -6.315 -0.707
H -2.206 -5.313 0.730
H -1.000 -6.628 0.790
H -0.731 -4.619 2.219
H 1.781 -3.357 2.096
H 0.509 -2.939 3.029
S 3.615 -1.158 1.483
C 3.791 -1.057 -0.154
N 3.075 -1.714 -1.058
C 3.611 -1.789 -2.402
C 4.461 -0.538 -2.602
S 5.046 -0.099 -0.932
H 2.333 -2.340 -0.737
H 2.803 -1.839 -3.133
H 4.225 -2.690 -2.500
H 3.877 0.292 -2.984
H 5.319 -0.721 -3.243
*
```

Summary:
expectation value of S²	0.754
frontier orbital gap (alpha / beta)	0.23824 / 0.25143	Eh
LUMO energy (alpha / beta)	2.22 / 1.39	eV
strongest force on any atom	0.768	eV Å⁻¹
energy relative to the best compared isomer or geometry (same formula, charge and spin)	0.000	eV

Mulliken population analysis, charges in e, atoms 1 to 8: atom 1 (Hg): 0.568, atom 2 (C): -1.519, atom 3 (C): 1.176, atom 4 (C): -0.592, atom 5 (C): -0.417, atom 6 (C): -0.264, atom 7 (C): -0.520, atom 8 (C): -0.756

3.
This record from the Open Molecules 2025 dataset describes a structure of composition C38H63GeN10Ni at a distorted geometry. The level of theory is ωB97M-V with the def2-TZVPD basis set.

```
! RIJCOSX wB97M-V def2-TZVPD def2/J DEFGRID3
* xyz 2 2
Ni 0.334 -0.855 0.541
C -5.258 1.033 -3.627
N -4.876 0.653 -2.272
C -5.715 1.191 -1.209
C -3.817 -0.129 -2.026
N -3.094 0.037 -0.901
C -2.772 1.353 -0.358
C -1.354 1.830 -0.681
N -0.177 1.305 0.065
C -0.195 1.929 1.416
C 0.494 1.121 2.514
N -0.043 -0.225 2.523
C -0.069 -0.914 3.637
N -0.962 -1.947 3.746
C -2.339 -1.774 3.339
C -0.690 -3.141 4.523
N 0.759 -0.692 4.695
C 0.315 -0.799 6.073
C 2.160 -0.368 4.516
C 0.992 1.750 -0.737
C 2.328 1.206 -0.267
N 2.272 -0.236 -0.087
C 3.226 -0.983 -0.590
N 3.572 -2.119 0.072
C 3.527 -2.121 1.525
C 4.065 -3.311 -0.594
N 3.897 -0.717 -1.750
C 3.246 -0.088 -2.881
C 5.318 -0.969 -1.911
N -3.499 -1.098 -2.897
C -2.127 -1.529 -3.135
C -4.515 -1.826 -3.648
H -5.418 2.112 -3.648
H -4.459 0.786 -4.321
H -6.180 0.537 -3.936
H -6.757 0.995 -1.464
H -5.482 0.695 -0.269
H -5.583 2.269 -1.100
H -3.428 2.074 -0.840
H -3.002 1.369 0.710
H -1.193 1.649 -1.747
H -1.366 2.924 -0.557
H 0.243 2.934 1.355
H -1.239 2.055 1.703
H 1.575 1.131 2.352
H 0.315 1.640 3.464
H -2.478 -0.758 2.977
H -2.619 -2.481 2.554
H -3.005 -1.939 4.191
H 0.384 -3.272 4.638
H -1.158 -3.121 5.512
H -1.079 -4.004 3.979
H -0.769 -0.870 6.112
H 0.752 -1.665 6.577
H 0.614 0.102 6.613
H 2.458 -0.587 3.493
H 2.383 0.678 4.741
H 2.755 -0.995 5.186
H 0.817 1.396 -1.756
H 1.019 2.848 -0.767
H 3.090 1.531 -0.981
H 2.605 1.670 0.685
H 3.973 -1.204 1.913
H 2.510 -2.197 1.920
H 4.113 -2.964 1.886
H 3.813 -3.273 -1.651
H 5.146 -3.432 -0.486
H 3.581 -4.194 -0.169
H 2.172 -0.053 -2.709
H 3.612 0.927 -3.061
H 3.437 -0.677 -3.781
H 5.765 -1.211 -0.950
H 5.514 -1.783 -2.613
H 5.798 -0.064 -2.290
H -1.428 -0.855 -2.646
H -1.960 -2.545 -2.771
H -1.942 -1.510 -4.210
H -5.499 -1.616 -3.240
H -4.492 -1.564 -4.706
H -4.315 -2.894 -3.546
C -2.465 -1.080 -0.223
Ge 0.337 -3.203 0.226
C 0.592 -4.019 -1.514
C 1.154 -3.201 -2.503
C 1.328 -3.659 -3.798
C 0.933 -4.952 -4.120
C 0.373 -5.778 -3.154
C 0.209 -5.316 -1.859
C -0.478 -4.646 1.287
C -1.837 -4.817 1.312
C -2.439 -5.815 2.111
C -1.666 -6.633 2.883
C -0.256 -6.497 2.890
C 0.571 -7.329 3.684
C 1.927 -7.175 3.680
C 2.527 -6.181 2.877
C 1.748 -5.371 2.102
C 0.338 -5.502 2.084
H -2.867 -2.022 -0.577
H -1.377 -1.030 -0.384
H -2.650 -0.975 0.844
H 1.447 -2.187 -2.249
H 1.770 -3.023 -4.555
H 1.068 -5.320 -5.128
H 0.074 -6.784 -3.413
H -0.219 -5.969 -1.108
H -2.488 -4.188 0.714
H -3.515 -5.930 2.106
H -2.121 -7.398 3.496
H 0.111 -8.093 4.296
H 2.550 -7.816 4.288
H 3.603 -6.071 2.877
H 2.225 -4.613 1.484
*
```

Summary:
expectation value of S²	0.766
frontier orbital gap (alpha / beta)	0.25373 / 0.25159	Eh
LUMO energy (alpha / beta)	-5.19 / -5.16	eV
strongest force on any atom	1.024	eV Å⁻¹

Mulliken population analysis, charges in e, atoms 1 to 8: atom 1 (Ni): 0.515, atom 2 (C): -1.135, atom 3 (N): 0.179, atom 4 (C): -1.121, atom 5 (C): 1.054, atom 6 (N): 0.202, atom 7 (C): -0.831, atom 8 (C): -1.676